# 1
C23H51BF4K2N5O11 | ωB97M-V/def2-TZVPD

The geometry in XYZ format:
```
97
Properties=species:S:1:pos:R:3
K 2.0291 2.5953 -2.0790
K 0.4203 0.4045 2.9496
B 0.4141 0.5393 -0.0478
F -0.5086 -0.2913 0.4470
F 0.0255 1.8146 0.1834
F 1.6221 0.2715 0.6500
F 0.5414 0.3957 -1.3906
C -1.9695 -5.8758 0.3148
C -0.6249 -6.2258 0.8965
O 0.3397 -5.1997 0.9440
C 0.8770 -4.6179 -0.1930
O 0.6297 -4.9036 -1.3634
O 1.6944 -3.6371 0.1319
C 2.3795 -2.8133 -0.7753
H -2.5266 -6.7869 0.5331
H -1.9785 -5.7948 -0.7721
H -2.5385 -5.1041 0.8334
H -0.1809 -7.1581 0.5475
H -0.7892 -6.5745 1.9161
H 2.8852 -2.0449 -0.1906
H 1.6848 -2.1535 -1.2950
H 3.1923 -3.3075 -1.3074
C 4.7578 1.5508 1.2740
C 5.6047 0.4535 0.5952
O 6.3284 -0.2936 1.5440
C 7.1841 -1.2672 1.2164
O 7.5977 -1.5285 0.0773
O 7.6675 -1.7843 2.3300
C 8.6834 -2.7305 2.2043
H 4.3162 1.1432 2.1833
H 3.9191 1.9214 0.6846
H 5.4388 2.3388 1.5956
H 6.2929 0.9510 -0.0881
H 4.9507 -0.2050 0.0236
H 8.3980 -3.4927 1.4793
H 8.9161 -3.1670 3.1756
H 9.6401 -2.3322 1.8665
C -2.0883 4.5118 -3.1188
O -2.9142 4.5089 -4.0134
N -2.3839 4.7707 -1.8015
C -1.3259 4.7886 -0.8106
C -3.7629 4.8864 -1.2537
H -1.0043 4.3380 -3.2030
H -0.4486 5.3978 -1.0281
H -0.9179 3.7822 -0.7166
H -1.5921 5.0899 0.2025
H -3.9519 5.9417 -1.0567
H -4.5016 4.5904 -1.9987
H -3.8508 4.1462 -0.4585
C -0.6361 -2.7557 4.4742
O -0.0019 -1.6981 4.4297
N -1.6741 -3.0906 3.7260
C -2.5195 -4.2434 4.0615
C -2.2278 -2.1856 2.7128
H -0.4420 -3.5511 5.2102
H -2.9658 -4.7679 3.2167
H -3.3414 -3.8903 4.6844
H -1.9746 -5.0189 4.5998
H -2.7555 -2.8284 2.0082
H -3.0315 -1.5727 3.1210
H -1.5043 -1.5609 2.1890
C -0.5788 1.8919 -5.1062
O 0.2117 2.2577 -4.2737
N -1.1114 0.6145 -5.1186
C -2.1633 0.3549 -6.0755
C -0.7177 -0.4248 -4.1977
H -1.1165 2.4306 -5.9017
H -2.9245 -0.1972 -5.5243
H -1.7531 -0.3581 -6.7907
H -2.5980 1.2401 -6.5398
H -1.5220 -1.1387 -4.0200
H 0.1552 -0.9789 -4.5428
H -0.4008 -0.0667 -3.2182
C 0.5003 4.0556 2.6898
O 0.6030 3.0036 3.2393
N -0.2341 5.0420 3.1604
C -0.1274 6.3859 2.5066
C -0.8044 5.0468 4.4654
H 0.8372 4.2468 1.6592
H -1.0693 6.8578 2.2267
H 0.5069 6.3348 1.6217
H 0.3717 7.1071 3.1539
H -0.9107 4.0660 4.9289
H -0.1902 5.7318 5.0498
H -1.8094 5.4310 4.2912
C -4.0719 -1.5609 -3.1887
O -4.3895 -2.6117 -3.5801
N -3.2738 -1.2425 -2.1373
C -2.6243 -2.2728 -1.2491
C -3.1461 0.2123 -1.8026
H -4.4513 -0.6649 -3.7041
H -2.6899 -3.2284 -1.7694
H -3.1309 -2.2224 -0.2853
H -1.5720 -2.0498 -1.0726
H -3.5333 0.6058 -0.8627
H -2.1053 0.5360 -1.8170
H -3.6630 0.8858 -2.4861
```

Net charge: +1
Spin multiplicity: 1
Highest occupied orbital energy (eV): -11.18
Maximum force (eV Å⁻¹): 4.3
E_LUMO (eV): -2.950

Atom charges from the Mulliken analysis, given in e for atoms 1 to 4: 1.019, 1.112, 0.121, 0.098

# 2
C7H9N | ωB97M-V/def2-TZVPD

The geometry in XYZ format:
```
17
Properties=species:S:1:pos:R:3
C -1.0274 1.2915 -0.4559
C 0.2357 1.5767 -0.1553
C 1.1958 0.5847 0.4149
N 2.0907 -0.1110 -0.5570
C 1.1362 -0.8424 0.2567
C -0.0475 -1.4591 -0.4537
C -1.3349 -1.2072 -0.1251
C -1.7251 0.1804 0.2732
H -1.4444 1.9175 -1.3202
H 0.7025 2.4643 -0.4085
H 1.8060 0.9847 1.1923
H 3.0222 -0.2342 -0.1703
H 1.4444 -1.3875 1.1226
H 0.1534 -2.2362 -1.1954
H -2.0207 -2.0348 -0.0332
H -2.7921 0.2859 0.2512
H -1.3948 0.2268 1.3639
```

Spin multiplicity: 1
Energy above the lowest of the compared OMol25 structures with the same formula, charge and spin (kcal/mol): 90.1
Highest occupied orbital energy (eV): -8.44
Maximum force (eV Å⁻¹): 2.2
E_LUMO (eV): 1.017

Atom charges from the Mulliken analysis, given in e for atoms 1 to 4: -0.243, -0.648, -0.219, -0.722

# 3
C3H6N2S2 | ωB97M-V/def2-TZVPD

The geometry in XYZ format:
```
13
Properties=species:S:1:pos:R:3
C -0.2563 0.8086 0.1452
C -0.0509 -1.7737 -0.6619
C 0.0670 2.2132 0.2475
N -0.5686 0.1412 1.1590
N -0.7938 -1.7219 0.5817
S -0.0417 -0.0311 -1.4420
S 1.6953 -2.3259 -0.4765
H -0.5850 -2.5543 -1.1936
H 0.6594 2.5168 1.1690
H -0.7970 2.9631 0.3442
H 0.7336 2.6440 -0.5741
H -1.7689 -1.5960 0.3851
H 1.7069 -1.2841 0.3164
```

Spin multiplicity: 1
Energy above the lowest of the compared OMol25 structures with the same formula, charge and spin (kcal/mol): 81.6
Highest occupied orbital energy (eV): -9.00
Maximum force (eV Å⁻¹): 5.2
E_LUMO (eV): -0.109

Atom charges from the Mulliken analysis, given in e for atoms 1 to 4: 0.679, -0.197, -0.960, -0.488

# 4
C16H10AuClN3O5S | ωB97M-V/def2-TZVPD

The geometry in XYZ format:
```
37
Properties=species:S:1:pos:R:3
Au -0.8822 1.0489 0.1823
O 3.5916 4.8308 -0.6760
C 4.0582 3.6070 -0.8064
O 5.1969 3.3699 -1.1208
C 3.1020 2.4850 -0.5397
C 3.4325 1.1385 -0.5792
Cl 4.9041 0.3645 -0.8892
N 2.3263 0.4182 -0.2963
N 1.3004 1.2438 -0.0494
C 1.7330 2.4816 -0.2025
C 0.7044 3.5747 -0.0263
O 1.0736 4.7467 -0.0820
O -0.4866 3.1759 0.1700
C 2.1660 -0.9977 -0.1757
C 1.8619 -1.5307 1.0655
C 1.6685 -2.8987 1.1777
C 1.7904 -3.7118 0.0603
C 2.0978 -3.1617 -1.1771
C 2.2809 -1.7944 -1.3027
H 2.6166 4.8534 -0.4325
H 1.7702 -0.8766 1.9229
H 1.4231 -3.3286 2.1392
H 1.6416 -4.7794 0.1532
H 2.1861 -3.7966 -2.0481
H 2.5098 -1.3434 -2.2594
O -3.0024 1.3738 0.2364
N -3.7422 0.2732 0.3709
C -5.0702 0.4823 0.5275
C -5.9390 -0.5630 0.6480
C -5.4328 -1.8658 0.6085
C -4.0835 -2.0553 0.4570
C -3.2075 -0.9664 0.3380
S -1.5041 -1.1989 0.1668
H -5.3453 1.5254 0.5411
H -6.9928 -0.3634 0.7702
H -6.0947 -2.7157 0.6999
H -3.6525 -3.0455 0.4278
```

Spin multiplicity: 2
Energy above the lowest of the compared OMol25 structures with the same formula, charge and spin (kcal/mol): 0.0
Highest occupied orbital energy (alpha / beta) (eV): -8.31 / -8.85
Maximum force (eV Å⁻¹): 0.2
E_LUMO (alpha / beta) (eV): -0.142 / -1.175

Atom charges from the Mulliken analysis, given in e for atoms 1 to 4: 0.904, -0.551, 0.482, -0.586